(1)
Computed, not measured: a 2-piece molecular cluster, C4H12O2 overall in a non-equilibrium geometry, with wB97M-V/def2-TZVPD.

The geometry in ORCA input format:
```
! RIJCOSX wB97M-V def2-TZVPD def2/J DEFGRID3
* xyz 0 1
C -0.98 1.43 -0.37
C 0.44 2.02 -0.14
O 0.61 2.48 1.16
H -1.18 1.12 -1.41
H -1.70 2.22 -0.10
H -1.14 0.56 0.29
H 1.28 1.33 -0.38
H 0.55 2.91 -0.79
H 0.24 1.84 1.81
C 0.06 -1.36 0.82
C 0.67 -1.96 -0.43
O -0.22 -2.98 -0.87
H -0.11 -2.13 1.59
H -0.90 -0.85 0.61
H 0.78 -0.62 1.21
H 0.73 -1.13 -1.16
H 1.68 -2.43 -0.38
H -0.81 -2.46 -1.45
*
```

Output
HOMO-LUMO gap = 11.2042 eV
Max |F| = 1.99 eV/Å
Relative energy (zero: lowest compared OMol25 entry of this formula, charge and spin) = 111.6 kJ/mol



(2)
Computed, not measured: C47H58NO4STa as an isolated structure in a non-equilibrium geometry, with wB97M-V/def2-TZVPD.

The geometry in ORCA input format:
```
! RIJCOSX wB97M-V def2-TZVPD def2/J DEFGRID3
* xyz 2 1
Ta 0.78 1.62 -1.22
C -0.13 -0.23 2.12
O 0.38 0.67 1.11
C 1.12 1.72 1.59
C 2.49 1.53 1.90
C 3.33 0.28 1.63
C 2.81 -0.93 0.90
C 2.89 -2.22 1.41
C 2.57 -3.35 0.65
C 2.19 -3.15 -0.68
C 2.09 -1.88 -1.22
C 1.79 -1.61 -2.68
C 0.41 -1.14 -3.13
C 0.14 -1.24 -4.49
C -1.09 -0.87 -5.03
C -2.02 -0.26 -4.19
C -1.82 -0.12 -2.83
C -2.95 0.58 -2.07
C -2.91 0.81 -0.58
C -3.87 0.30 0.29
C -3.91 0.66 1.65
C -2.97 1.59 2.10
C -1.99 2.11 1.26
C -1.03 3.20 1.67
C 0.44 2.91 1.92
C 1.17 3.91 2.56
C 2.51 3.76 2.90
C 3.15 2.57 2.52
C 3.29 4.84 3.65
C 4.35 5.41 2.69
C 2.40 5.98 4.13
C 3.99 4.21 4.87
C -1.99 1.68 -0.04
O -0.94 2.09 -0.86
C -5.00 0.08 2.55
C -4.91 -1.46 2.51
C -6.37 0.53 2.03
C -4.85 0.53 4.00
C -0.60 -0.60 -2.29
O -0.45 -0.73 -0.92
C -0.99 -1.97 -0.41
C -1.44 -1.10 -6.50
C -0.40 -1.97 -7.21
C -1.50 0.26 -7.21
C -2.80 -1.79 -6.60
C 2.37 -0.82 -0.40
O 2.14 0.45 -0.92
C 2.70 -4.73 1.28
C 2.24 -5.84 0.33
C 1.84 -4.79 2.56
C 4.17 -4.98 1.65
H -0.26 0.33 3.05
H 0.57 -1.05 2.27
H -1.09 -0.59 1.78
H 3.73 -0.05 2.59
H 4.20 0.63 1.06
H 3.25 -2.34 2.43
H 1.98 -4.01 -1.31
H 2.03 -2.50 -3.25
H 2.49 -0.84 -3.02
H 0.90 -1.66 -5.12
H -2.95 0.10 -4.60
H -3.88 0.06 -2.31
H -3.03 1.56 -2.54
H -4.61 -0.38 -0.10
H -3.00 1.93 3.13
H -1.43 3.68 2.56
H -1.06 3.97 0.89
H 0.65 4.83 2.82
H 4.20 2.45 2.75
H 3.89 5.81 1.78
H 5.08 4.65 2.40
H 4.89 6.22 3.18
H 1.96 6.53 3.30
H 2.99 6.68 4.71
H 1.59 5.61 4.77
H 4.69 3.42 4.59
H 3.25 3.79 5.56
H 4.55 4.98 5.40
H -5.09 -1.85 1.50
H -5.67 -1.88 3.16
H -3.94 -1.81 2.85
H -6.55 0.18 1.01
H -6.45 1.62 2.03
H -7.16 0.13 2.67
H -3.88 0.24 4.42
H -5.63 0.07 4.60
H -4.96 1.62 4.10
H -0.98 -2.71 -1.21
H -2.01 -1.81 -0.06
H -0.35 -2.30 0.40
H 0.57 -1.48 -7.28
H -0.73 -2.18 -8.22
H -0.27 -2.93 -6.70
H -0.55 0.79 -7.14
H -2.29 0.90 -6.79
H -1.72 0.11 -8.27
H -2.79 -2.75 -6.07
H -3.04 -1.98 -7.64
H -3.61 -1.18 -6.18
H 1.19 -5.71 0.04
H 2.32 -6.80 0.84
H 2.85 -5.89 -0.56
H 0.79 -4.58 2.33
H 2.18 -4.08 3.31
H 1.89 -5.79 2.99
H 4.81 -4.91 0.76
H 4.28 -5.98 2.07
H 4.53 -4.27 2.39
S 1.45 2.40 -5.76
C 1.26 2.27 -4.25
N 1.12 2.20 -3.03
*
```

Output
HOMO-LUMO gap = 5.7073 eV
Max |F| = 1.98 eV/Å
Relative energy (zero: lowest compared OMol25 entry of this formula, charge and spin) = 66.2 kJ/mol



(3)
Computed, not measured: C41H39AsAuBr2N2OTe as an isolated structure in a non-equilibrium geometry, with wB97M-V/def2-TZVPD.

The geometry in ORCA input format:
```
! RIJCOSX wB97M-V def2-TZVPD def2/J DEFGRID3
* xyz -1 1
Au -18.79 -4.54 8.81
Br -21.93 -4.07 5.09
C -21.14 -5.71 5.57
C -21.88 -6.85 5.28
C -21.50 -8.10 5.74
Br -22.74 -9.52 5.41
C -20.31 -8.23 6.47
C -19.78 -9.46 6.88
C -18.45 -9.56 7.25
C -17.73 -8.37 7.49
N -18.28 -7.18 7.28
C -19.50 -7.08 6.73
C -19.96 -5.76 6.36
O -19.31 -4.68 6.71
H -22.73 -6.83 4.60
H -20.40 -10.33 6.87
H -18.01 -10.54 7.44
H -16.75 -8.38 7.94
C -23.35 1.33 10.90
C -22.11 0.46 10.90
C -20.80 0.94 11.10
C -19.70 0.07 11.18
C -18.37 0.72 11.33
C -19.91 -1.33 11.09
As -18.23 -2.58 11.19
N -18.72 -4.39 10.81
C -19.14 -5.45 11.61
C -19.01 -6.78 11.09
C -19.38 -7.89 11.83
C -20.00 -7.67 13.06
C -20.18 -6.40 13.62
C -19.79 -5.28 12.86
C -17.54 -2.95 13.04
C -16.30 -3.65 13.20
C -15.38 -4.13 12.12
C -15.87 -3.91 14.51
C -16.53 -3.44 15.66
C -15.98 -3.70 17.06
C -17.71 -2.72 15.47
C -18.24 -2.45 14.17
C -19.53 -1.67 14.21
C -21.19 -1.82 10.74
C -21.60 -3.24 10.44
C -22.26 -0.91 10.68
H -23.13 2.40 11.00
H -24.06 0.98 11.67
H -23.87 1.19 9.96
H -20.61 2.00 11.26
H -18.52 1.80 11.43
H -17.70 0.56 10.46
H -17.76 0.39 12.21
H -18.64 -6.86 10.06
H -19.18 -8.89 11.45
H -20.33 -8.52 13.64
H -20.58 -6.32 14.64
H -19.92 -4.25 13.21
H -14.72 -3.31 11.79
H -15.93 -4.50 11.26
H -14.72 -4.93 12.53
H -14.95 -4.54 14.62
H -14.89 -3.91 16.96
H -16.45 -4.56 17.59
H -16.13 -2.79 17.65
H -18.25 -2.28 16.32
H -19.92 -1.74 15.24
H -20.23 -2.06 13.49
H -19.35 -0.60 13.97
H -20.87 -3.77 9.78
H -22.52 -3.12 9.87
H -21.81 -3.85 11.32
H -23.24 -1.31 10.51
C -14.10 -3.13 7.03
Te -16.02 -4.13 7.64
C -16.73 -2.07 7.39
C -15.62 -1.21 6.86
C -15.88 0.15 6.64
C -14.87 1.01 6.26
C -13.54 0.51 6.12
C -13.31 -0.83 6.32
C -14.33 -1.72 6.71
H -13.77 -3.71 6.15
H -13.38 -3.32 7.83
H -17.12 -1.74 8.34
H -17.50 -2.19 6.63
H -16.88 0.55 6.80
H -15.10 2.06 6.03
H -12.72 1.16 5.82
H -12.25 -1.23 6.25
*
```

Output
HOMO-LUMO gap = 6.6111 eV
Max |F| = 2.46 eV/Å



(4)
Computed, not measured: one molecule with the formula C6H7N in a non-equilibrium geometry, with wB97M-V/def2-TZVPD.

The geometry in ORCA input format:
```
! RIJCOSX wB97M-V def2-TZVPD def2/J DEFGRID3
* xyz 0 1
C -2.27 -0.77 -0.10
C 1.30 -0.96 -0.38
C 0.96 -0.91 1.00
C -1.12 -0.07 -0.21
C 0.23 0.13 0.12
C 0.53 1.66 0.13
N -2.35 0.57 -0.10
H -2.91 -1.61 -0.23
H 2.22 -0.47 -0.79
H 1.08 -1.83 -1.21
H 0.27 -1.83 1.41
H -0.41 2.19 -0.07
H 1.31 1.93 -0.61
H 1.15 1.96 1.04
*
```

Output
HOMO-LUMO gap (alpha / beta) = 6.5585 / 6.5519 eV
Max |F| = 3.51 eV/Å
Relative energy (zero: lowest compared OMol25 entry of this formula, charge and spin) = 737.0 kJ/mol



Please write out number 2 again, unchanged.
Computed, not measured: C47H58NO4STa as an isolated structure in a non-equilibrium geometry, with wB97M-V/def2-TZVPD.

The geometry in ORCA input format:
```
! RIJCOSX wB97M-V def2-TZVPD def2/J DEFGRID3
* xyz 2 1
Ta 0.78 1.62 -1.22
C -0.13 -0.23 2.12
O 0.38 0.67 1.11
C 1.12 1.72 1.59
C 2.49 1.53 1.90
C 3.33 0.28 1.63
C 2.81 -0.93 0.90
C 2.89 -2.22 1.41
C 2.57 -3.35 0.65
C 2.19 -3.15 -0.68
C 2.09 -1.88 -1.22
C 1.79 -1.61 -2.68
C 0.41 -1.14 -3.13
C 0.14 -1.24 -4.49
C -1.09 -0.87 -5.03
C -2.02 -0.26 -4.19
C -1.82 -0.12 -2.83
C -2.95 0.58 -2.07
C -2.91 0.81 -0.58
C -3.87 0.30 0.29
C -3.91 0.66 1.65
C -2.97 1.59 2.10
C -1.99 2.11 1.26
C -1.03 3.20 1.67
C 0.44 2.91 1.92
C 1.17 3.91 2.56
C 2.51 3.76 2.90
C 3.15 2.57 2.52
C 3.29 4.84 3.65
C 4.35 5.41 2.69
C 2.40 5.98 4.13
C 3.99 4.21 4.87
C -1.99 1.68 -0.04
O -0.94 2.09 -0.86
C -5.00 0.08 2.55
C -4.91 -1.46 2.51
C -6.37 0.53 2.03
C -4.85 0.53 4.00
C -0.60 -0.60 -2.29
O -0.45 -0.73 -0.92
C -0.99 -1.97 -0.41
C -1.44 -1.10 -6.50
C -0.40 -1.97 -7.21
C -1.50 0.26 -7.21
C -2.80 -1.79 -6.60
C 2.37 -0.82 -0.40
O 2.14 0.45 -0.92
C 2.70 -4.73 1.28
C 2.24 -5.84 0.33
C 1.84 -4.79 2.56
C 4.17 -4.98 1.65
H -0.26 0.33 3.05
H 0.57 -1.05 2.27
H -1.09 -0.59 1.78
H 3.73 -0.05 2.59
H 4.20 0.63 1.06
H 3.25 -2.34 2.43
H 1.98 -4.01 -1.31
H 2.03 -2.50 -3.25
H 2.49 -0.84 -3.02
H 0.90 -1.66 -5.12
H -2.95 0.10 -4.60
H -3.88 0.06 -2.31
H -3.03 1.56 -2.54
H -4.61 -0.38 -0.10
H -3.00 1.93 3.13
H -1.43 3.68 2.56
H -1.06 3.97 0.89
H 0.65 4.83 2.82
H 4.20 2.45 2.75
H 3.89 5.81 1.78
H 5.08 4.65 2.40
H 4.89 6.22 3.18
H 1.96 6.53 3.30
H 2.99 6.68 4.71
H 1.59 5.61 4.77
H 4.69 3.42 4.59
H 3.25 3.79 5.56
H 4.55 4.98 5.40
H -5.09 -1.85 1.50
H -5.67 -1.88 3.16
H -3.94 -1.81 2.85
H -6.55 0.18 1.01
H -6.45 1.62 2.03
H -7.16 0.13 2.67
H -3.88 0.24 4.42
H -5.63 0.07 4.60
H -4.96 1.62 4.10
H -0.98 -2.71 -1.21
H -2.01 -1.81 -0.06
H -0.35 -2.30 0.40
H 0.57 -1.48 -7.28
H -0.73 -2.18 -8.22
H -0.27 -2.93 -6.70
H -0.55 0.79 -7.14
H -2.29 0.90 -6.79
H -1.72 0.11 -8.27
H -2.79 -2.75 -6.07
H -3.04 -1.98 -7.64
H -3.61 -1.18 -6.18
H 1.19 -5.71 0.04
H 2.32 -6.80 0.84
H 2.85 -5.89 -0.56
H 0.79 -4.58 2.33
H 2.18 -4.08 3.31
H 1.89 -5.79 2.99
H 4.81 -4.91 0.76
H 4.28 -5.98 2.07
H 4.53 -4.27 2.39
S 1.45 2.40 -5.76
C 1.26 2.27 -4.25
N 1.12 2.20 -3.03
*
```

Output
HOMO-LUMO gap = 5.7073 eV
Max |F| = 1.98 eV/Å
Relative energy (zero: lowest compared OMol25 entry of this formula, charge and spin) = 66.2 kJ/mol



> What is the formula in the first record?

C4H12O2



> Among the records above, which one has the lowest max |F|?

C47H58NO4STa